ORCA calculation (ωB97M-V with the def2-TZVPD basis set) on a molecular structure, C55H47BBr6LiN9O16 at a distorted geometry.

```
135
Properties=species:S:1:pos:R:3:forces:R:3
Li 5.21044 0.99231 -3.89988 -1.093 0.237 0.254
O -1.72731 -0.60996 1.42248 1.520 1.790 -1.673
C -1.03701 0.11383 0.70915 -0.558 -0.661 1.265
O 0.27899 0.07987 0.60641 0.900 -0.499 -0.077
B 0.82876 1.04670 -0.38892 -2.560 -0.550 1.425
O -0.41662 1.74984 -0.85107 -0.620 -0.044 0.250
C -1.48394 1.27579 -0.21226 -2.251 -0.580 0.133
O -2.67922 1.54995 -0.29423 2.509 0.397 -0.486
O 1.48162 0.37512 -1.51542 2.705 1.579 -0.904
C 2.61667 1.09592 -1.73412 -0.134 -0.234 0.919
O 3.49248 1.00144 -2.57851 -1.047 -0.704 0.234
C 2.75418 2.14858 -0.56762 1.481 1.341 -0.257
O 1.74850 1.98070 0.27461 0.458 -0.268 -1.036
O 3.66101 2.96452 -0.51610 -1.644 -1.567 0.020
C -3.82121 3.17856 -3.18512 0.634 0.022 -0.321
Br -3.73078 2.11371 -4.88936 0.033 0.828 1.268
Br -5.21431 4.48629 -3.18747 -0.022 -0.059 -0.230
Br -2.08099 4.08938 -2.74828 -1.186 -0.832 -0.561
H -4.07626 2.48972 -2.37979 0.523 0.009 -0.198
C -5.86954 2.45840 1.10688 -0.070 1.021 0.197
Br -5.92699 1.91448 2.98321 -0.207 -0.045 -0.866
Br -4.89016 4.19511 1.03508 -0.698 -0.777 -0.112
Br -7.66829 2.62999 0.26538 1.375 -0.273 0.625
H -5.22078 1.78165 0.55081 -0.450 -0.108 0.079
C 1.92742 -2.46126 -3.90964 0.836 -0.922 -0.983
C 1.49177 -3.66113 -4.47806 -0.785 1.039 0.230
C 0.89573 -3.65693 -5.74547 0.257 -1.167 0.472
C 0.89058 -2.51711 -6.53404 -0.600 0.051 0.520
C 1.46151 -1.35524 -6.03932 0.669 -0.438 0.428
C 2.06050 -1.37878 -4.75004 -1.468 1.291 -0.901
N 0.18643 -2.49271 -7.85550 0.090 -1.533 -2.864
O 0.28918 -1.47821 -8.55327 -0.098 -0.486 1.506
O -0.32454 -3.53688 -8.34380 1.065 2.082 2.244
H 2.27501 -2.45997 -2.88712 0.016 0.231 0.151
H 1.48601 -4.50566 -3.80491 -0.231 -0.434 -0.435
H 0.44643 -4.59070 -6.04977 -0.130 0.135 -0.441
H 1.46644 -0.47910 -6.67080 -0.012 0.043 0.231
H 2.39727 -0.42788 -4.36434 0.241 0.013 0.054
C -1.90532 2.65416 3.33686 -0.343 0.507 0.902
C -2.52308 2.35349 4.55475 0.426 -0.415 -0.099
C -1.84604 1.62406 5.53433 0.871 0.791 -0.410
C -0.49652 1.30120 5.27185 -1.197 -0.164 0.921
C 0.11973 1.65219 4.09484 0.394 -1.062 -0.685
C -0.57353 2.34850 3.13356 -1.066 0.368 -0.489
N 0.31582 0.65118 6.34108 -0.489 0.100 0.975
O 1.50864 0.88694 6.31658 -0.196 -0.426 -0.197
O -0.25423 0.02850 7.24493 0.421 0.655 -1.404
H -2.46083 3.23306 2.61389 0.011 -0.076 -0.180
H -3.51878 2.73095 4.73509 -0.112 -0.198 0.066
H -2.30087 1.48248 6.50359 0.153 -0.345 0.021
H 1.02394 1.15276 3.77962 0.601 0.446 0.504
H -0.16149 2.69917 2.19888 0.520 -0.351 -0.026
C -2.50886 -3.38184 0.27429 -0.576 -1.247 -0.380
C -3.48802 -4.38225 -0.03228 0.893 0.015 -0.977
C -3.48931 -5.03865 -1.28662 1.326 1.681 -0.267
C -2.53400 -4.60697 -2.25316 0.055 1.203 1.947
C -1.48140 -3.70104 -1.90281 -2.057 -0.619 -0.259
C -1.49252 -3.11179 -0.62715 0.041 -0.654 -1.281
N -2.59922 -5.14489 -3.60720 2.384 -1.994 0.309
O -3.08534 -6.28107 -3.69529 -0.138 1.711 -0.671
O -1.87208 -4.61346 -4.45624 -1.540 -0.359 0.407
H -2.46517 -2.82703 1.19986 -0.389 -0.271 0.227
H -4.24717 -4.71936 0.65797 0.046 0.380 0.319
H -4.20383 -5.79224 -1.58324 -0.096 0.040 0.230
H -0.79566 -3.39450 -2.67882 0.193 -0.097 0.106
H -0.67058 -2.44513 -0.41184 -0.086 0.175 0.312
C 5.55226 2.20720 2.78376 -1.883 -0.222 -1.074
C 6.53849 2.76530 3.51506 0.434 -0.628 1.160
C 6.28245 3.03498 4.85586 -0.054 0.281 0.126
C 4.96541 3.03309 5.29747 0.527 0.011 -0.040
C 3.90355 2.62889 4.48420 0.051 -0.210 0.651
C 4.19840 2.12697 3.25058 1.504 0.564 -1.108
N 4.72335 3.39918 6.69846 -3.007 -2.249 1.230
O 3.69263 2.91817 7.25394 1.812 1.045 -1.603
O 5.52770 4.04461 7.29149 1.212 0.987 0.267
H 5.89757 1.87718 1.81513 -0.739 -0.198 -0.375
H 7.53029 2.77852 3.08781 0.175 0.157 0.292
H 7.13510 3.12490 5.51259 -0.273 0.622 0.321
H 2.88085 2.60113 4.83019 0.063 0.208 0.314
H 3.38041 1.84106 2.60596 0.131 -0.319 -0.153
N -1.89835 -4.51274 4.78261 1.589 0.963 -0.727
C -2.03912 -3.13954 4.84941 0.096 -1.782 -1.106
C -1.35372 -2.21688 4.03983 1.140 -1.322 0.251
C -0.28543 -2.72604 3.28361 -1.314 -0.834 0.592
C -0.06876 -4.12820 3.28704 0.556 1.319 -0.601
C -0.86557 -5.00657 3.98613 -1.844 2.282 1.027
H -2.83070 -2.78716 5.49411 -0.085 -0.109 0.164
H -1.56747 -1.15824 4.04260 -0.169 -0.008 0.091
H 0.26853 -2.05047 2.64870 0.209 -0.146 -0.044
H 0.73654 -4.49220 2.66624 0.113 -0.231 -0.045
H -0.70948 -6.06765 3.85908 -0.327 -0.135 0.401
N -6.68616 -2.14511 0.12563 0.603 -0.002 -1.949
C -6.58677 -2.25179 -1.24929 0.799 0.639 1.535
C -5.58833 -1.64476 -2.02069 0.611 1.244 1.004
C -4.58191 -0.89274 -1.37143 -1.170 -1.328 2.625
C -4.64745 -0.86674 0.07214 -0.567 -0.379 0.050
C -5.72289 -1.45054 0.79652 -0.851 -1.280 -3.252
H -7.27060 -2.89885 -1.77853 -0.468 0.016 0.334
H -5.59590 -1.64491 -3.10066 -0.113 -0.449 -0.091
H -3.70762 -0.50317 -1.87170 -0.125 0.217 -0.127
H -3.86165 -0.50612 0.71936 0.291 0.466 -0.496
H -5.91262 -1.60130 1.84899 0.833 0.850 0.348
N 0.60490 5.66981 2.28655 -2.518 -0.296 -0.743
C -0.68137 6.04046 2.65508 3.384 -0.661 0.076
C -1.80044 5.83308 1.88957 -0.013 0.272 0.084
C -1.64331 5.22872 0.65965 0.693 -0.580 -0.558
C -0.36198 4.77551 0.26853 -2.256 0.107 -0.330
C 0.67567 5.00560 1.09866 1.743 1.638 1.877
H -0.65480 6.49966 3.63223 -0.579 0.187 0.057
H -2.74048 6.18031 2.29224 -0.240 -0.061 -0.263
H -2.48202 5.07798 -0.00386 -0.009 -0.030 -0.010
H -0.21647 4.23367 -0.65431 -0.050 0.100 -0.047
H 1.69395 4.80658 0.79884 0.127 -0.459 -0.060
N 2.74583 -2.91025 0.08197 0.202 0.793 -0.220
C 3.56777 -3.95004 -0.08860 -0.615 -0.009 0.910
C 4.28651 -4.55284 0.96073 -1.343 0.523 -0.944
C 4.09712 -3.99887 2.21953 0.375 -0.746 0.046
C 3.32771 -2.86467 2.39057 -0.174 -0.091 -0.303
C 2.66256 -2.33253 1.28478 1.496 -0.398 0.467
H 3.53520 -4.34285 -1.09410 0.346 -0.286 -0.088
H 4.76678 -5.49427 0.73833 0.441 0.115 0.346
H 4.52755 -4.48980 3.07983 0.169 0.067 0.119
H 3.23099 -2.44520 3.38106 -0.099 0.206 -0.018
H 2.23661 -1.34803 1.41018 -0.800 -0.125 -0.410
N 3.96093 1.58624 -5.41292 -0.141 0.340 -1.878
C 2.94980 2.48158 -5.29702 0.846 -0.788 0.814
C 1.99983 2.72889 -6.28332 0.493 0.018 -0.255
C 2.16602 2.08157 -7.48413 0.005 -1.743 -0.788
C 3.17492 1.10316 -7.65334 -1.332 1.685 0.033
C 4.04823 0.97406 -6.62930 0.820 -0.483 0.837
H 2.99978 2.93724 -4.31912 -0.709 0.377 -0.008
H 1.14409 3.38232 -6.19873 0.231 0.235 0.506
H 1.44859 2.17747 -8.28568 -0.144 0.315 0.005
H 3.25900 0.46851 -8.52314 -0.003 0.258 -0.156
H 4.86419 0.30875 -6.87008 0.398 -0.245 0.827
```
Forces are in eV/Å.

Output
- Strongest force on any atom: 3.95 eV/Å
- Frontier orbital gap: 7.29 eV
- Energy: -525096.138 eV
- LUMO: -1.884 eV